Density functional theory data (wB97M-V/def2-TZVPD) for C4H3LiO2Tb as an isolated structure in a non-equilibrium geometry.

The geometry in XYZ format:
```
11
Properties=species:S:1:pos:R:3:forces:R:3:mulliken_charge:R:1
Tb -0.0564 -3.1610 0.2249 0.2 1.1 0.2 0.629
O 0.1278 -0.0756 0.0707 -2.1 -2.5 -0.4 -0.547
C -0.5417 0.6264 1.1146 0.0 0.4 1.0 -0.299
H -1.6234 0.8437 1.1372 0.0 -0.8 -0.8 0.306
H -0.3215 0.1399 2.0810 -0.1 0.2 -0.1 0.226
C 1.0787 2.7749 1.5660 0.7 -1.4 0.3 -0.605
C 0.1690 1.9502 1.0043 2.4 -2.1 -0.7 0.311
C 1.3375 1.8168 0.1732 -0.1 6.3 -1.6 0.405
O 2.0173 2.0812 -0.7982 -0.9 -2.4 2.0 -0.524
Li -0.5517 -0.2288 -1.6161 0.4 0.6 0.4 0.839
H 1.2959 2.8841 2.6357 -0.4 0.5 -0.2 0.258
```
Positions in Å, forces in eV/Å.

Multiplicity   7
LUMO (alpha / beta)   -4.84 / -4.54 eV
Net charge   +1
Highest occupied orbital energy (alpha / beta)   -10.765 / -10.536 eV
DFT total energy   -30916.8084 eV
⟨S²⟩   12.64
HOMO-LUMO gap (alpha / beta)   0.218 / 0.220 hartree